# 1
{"formula": "C5H20Br3N10O5Y", "method": "ωB97M-V/def2-TZVPD", "symbols": ["Y", "Br", "Br", "Br", "C", "O", "N", "N", "H", "H", "H", "H", "C", "O", "N", "N", "H", "H", "H", "H", "C", "O", "N", "N", "H", "H", "H", "H", "C", "O", "N", "N", "H", "H", "H", "H", "C", "O", "N", "N", "H", "H", "H", "H"], "xyz": [[-0.292, 0.901, -0.253], [0.526, 3.120, 1.576], [0.092, -0.346, -2.946], [-3.014, 1.934, -0.416], [-0.035, 3.644, -2.530], [0.075, 2.665, -1.778], [0.917, 4.612, -2.606], [-1.200, 3.885, -3.102], [0.655, 5.580, -2.662], [1.690, 4.417, -1.986], [-1.918, 3.189, -2.964], [-1.411, 4.749, -3.567], [-1.703, -0.029, 2.914], [-1.199, 0.300, 1.856], [-1.065, -0.935, 3.716], [-2.879, 0.436, 3.384], [-0.157, -1.155, 3.341], [-1.298, -1.073, 4.681], [-3.132, 0.243, 4.336], [-3.283, 1.249, 2.946], [1.087, -2.505, 0.609], [1.015, -1.261, 0.593], [1.354, -3.205, 1.709], [0.997, -3.151, -0.562], [1.162, -4.177, 1.853], [1.682, -2.568, 2.420], [1.043, -4.151, -0.631], [0.551, -2.555, -1.256], [-2.327, -2.143, -0.552], [-1.841, -1.045, -0.286], [-2.814, -2.389, -1.766], [-2.346, -3.193, 0.317], [-3.159, -3.275, -2.088], [-2.940, -1.599, -2.380], [-2.272, -2.953, 1.291], [-2.742, -4.075, 0.052], [3.223, 0.842, -0.364], [2.001, 0.899, -0.406], [3.936, 1.519, -1.307], [4.014, 0.227, 0.539], [4.933, 1.405, -1.346], [3.509, 1.929, -2.118], [5.004, 0.215, 0.399], [3.562, -0.179, 1.339]], "charge": 0}

***

# 2
{"formula": "C5H8N3O", "method": "ωB97M-V/def2-TZVPD", "symbols": ["C", "C", "C", "C", "C", "N", "N", "N", "O", "H", "H", "H", "H", "H", "H", "H", "H"], "xyz": [[-1.403, -2.209, 0.522], [-1.972, -0.947, 0.408], [-2.824, 1.099, -0.680], [4.407, 1.294, 0.142], [-2.413, 0.277, 0.442], [-0.064, -2.261, 0.267], [1.376, -0.699, -0.728], [0.632, -1.456, -0.186], [3.736, 0.312, 0.278], [-1.740, -3.164, 0.909], [-1.906, 1.748, -0.806], [-3.118, 0.452, -1.493], [-3.651, 1.647, -0.162], [5.431, 1.257, -0.053], [3.911, 2.364, 0.088], [2.194, -0.313, -0.352], [-2.598, 0.600, 1.403]], "charge": 1}

***

# 3
{"formula": "C12H25BN3O4", "method": "ωB97M-V/def2-TZVPD", "symbols": ["C", "C", "N", "C", "C", "C", "C", "N", "N", "C", "C", "B", "C", "O", "H", "H", "H", "H", "H", "H", "H", "H", "H", "H", "H", "H", "H", "H", "H", "H", "H", "H", "H", "H", "H", "C", "C", "O", "C", "O", "O", "H", "H", "H", "H"], "xyz": [[-0.635, -1.955, 0.702], [-0.627, -0.690, 0.326], [-0.635, 0.770, -0.125], [0.272, 0.750, -1.335], [0.540, 2.146, -2.073], [1.939, 2.183, -2.939], [3.187, 2.723, -2.061], [4.511, 2.324, -2.647], [-1.974, 1.024, -0.362], [-2.410, 2.429, -0.455], [-3.294, 2.966, 0.830], [-0.037, 1.478, 1.108], [1.424, 2.176, 1.196], [-0.872, 1.451, 2.306], [-0.883, -3.102, 0.650], [-0.122, -0.007, -2.104], [1.305, 0.351, -0.960], [-0.299, 2.273, -2.878], [0.459, 3.089, -1.405], [1.797, 2.927, -3.827], [2.132, 1.149, -3.405], [3.124, 2.221, -1.023], [3.086, 3.880, -2.009], [4.584, 2.692, -3.610], [4.593, 1.295, -2.651], [-2.412, 0.379, -1.038], [-1.623, 3.228, -0.695], [-3.172, 2.483, -1.342], [-2.595, 3.699, 1.403], [-3.613, 2.109, 1.532], [-4.172, 3.609, 0.445], [2.278, 1.419, 1.060], [1.555, 3.100, 0.501], [1.524, 2.605, 2.279], [-0.786, 2.307, 2.792], [-0.250, -5.416, 2.490], [-0.834, -6.702, 2.985], [-1.823, -7.001, 2.010], [-1.463, -6.359, 0.864], [-1.987, -6.530, -0.203], [-0.428, -5.496, 1.085], [0.808, -5.315, 2.741], [-0.790, -4.541, 2.864], [-0.101, -7.514, 3.006], [-1.282, -6.604, 3.975]], "charge": 1}

***

# 4
{"formula": "C29H33NO6S", "method": "ωB97M-V/def2-TZVPD", "symbols": ["C", "C", "C", "O", "C", "C", "C", "C", "C", "C", "C", "C", "C", "C", "O", "C", "C", "C", "C", "O", "C", "C", "C", "C", "C", "N", "C", "S", "C", "C", "C", "O", "C", "C", "O", "C", "O", "H", "H", "H", "H", "H", "H", "H", "H", "H", "H", "H", "H", "H", "H", "H", "H", "H", "H", "H", "H", "H", "H", "H", "H", "H", "H", "H", "H", "H", "H", "H", "H", "H"], "xyz": [[-0.515, 2.969, 4.682], [-1.548, 3.625, 3.748], [-0.948, 3.979, 2.376], [0.132, 3.097, 2.093], [0.297, 2.836, 0.707], [-0.510, 1.630, 0.240], [-1.729, 1.280, 0.817], [-2.417, 0.158, 0.401], [-1.959, -0.681, -0.609], [-2.705, -1.932, -1.029], [-3.997, -1.616, -1.813], [-5.206, -1.245, -0.938], [-5.634, -2.338, 0.040], [-6.818, -1.854, 0.926], [-6.519, -1.958, 2.310], [-6.502, -3.293, 2.783], [-0.747, -0.334, -1.206], [-0.051, 0.804, -0.780], [1.261, 1.099, -1.461], [1.571, 2.215, -1.803], [2.109, -0.125, -1.714], [1.407, -1.243, -2.148], [2.043, -2.440, -2.414], [3.409, -2.501, -2.217], [4.103, -1.395, -1.762], [5.538, -1.595, -1.532], [5.749, -1.741, -0.334], [6.038, -1.682, 1.197], [3.494, -0.163, -1.516], [4.249, 1.059, -1.033], [5.598, 1.348, -1.749], [6.670, 1.142, -0.823], [7.887, 1.103, -1.477], [8.506, -0.244, -1.725], [8.404, 2.124, -1.831], [-0.086, -1.132, -2.294], [-0.673, -1.621, -3.229], [-0.926, 2.930, 5.694], [0.427, 3.513, 4.713], [-0.350, 1.938, 4.375], [-2.008, 4.498, 4.214], [-2.351, 2.892, 3.626], [-0.636, 5.029, 2.326], [-1.726, 3.861, 1.614], [1.355, 2.615, 0.580], [0.066, 3.731, 0.123], [-2.148, 1.857, 1.628], [-3.346, -0.092, 0.901], [-2.067, -2.586, -1.615], [-2.914, -2.483, -0.106], [-3.795, -0.762, -2.465], [-4.241, -2.466, -2.455], [-6.048, -1.027, -1.604], [-4.996, -0.315, -0.406], [-4.845, -2.623, 0.737], [-5.928, -3.215, -0.543], [-6.971, -0.793, 0.731], [-7.716, -2.447, 0.721], [-5.540, -3.473, 3.269], [-6.596, -4.011, 1.962], [-7.307, -3.475, 3.499], [1.446, -3.275, -2.758], [3.924, -3.435, -2.407], [3.654, 1.952, -1.190], [4.431, 1.015, 0.044], [5.591, 2.385, -2.089], [5.685, 0.699, -2.625], [7.950, -0.725, -2.533], [9.542, -0.132, -2.027], [8.406, -0.864, -0.834]], "smiles": "CCCOCc1ccc(CCCCCOC)c2c1C(=O)c1c(ccc(N=C=S)c1CCOC(C)=O)C2=O", "charge": 0}

***

Short version: E_LUMO = 0.0033, -0.1872, -0.1337, -0.0247 hartree, in the order given.
Short version: calculated total energy = -241831.8658, -11818.8441, -26174.1941, -55217.0587 eV, in the order given.
Short version: orbital gap = 7.3, 8.7, 8.3, 8.7 eV, in the order given.